Density functional theory data (ωB97M-V/def2-TZVPD) for one molecule with the formula C6H10 at a distorted geometry.

Last column: natural (NBO) charge in e.
Cartesian coordinates (Å):
C1 1.324 -0.329 0.384  -0.41
C2 0.962 0.985 -0.322  -0.40
C3 -0.529 0.913 -0.561  -0.23
C4 -1.504 0.443 0.480  -0.43
C5 -0.942 -0.552 -0.496  -0.23
C6 0.215 -1.416 0.070  -0.41
H1 1.202 -0.099 1.448  0.20
H2 2.407 -0.460 0.262  0.22
H3 1.434 1.122 -1.307  0.20
H4 1.347 1.796 0.311  0.20
H5 -0.933 1.630 -1.278  0.22
H6 -1.194 0.360 1.519  0.21
H7 -2.533 0.761 0.329  0.22
H8 -1.574 -0.966 -1.281  0.22
H9 -0.048 -1.898 1.034  0.20
H10 0.366 -2.292 -0.592  0.22

Summary:
M: 82.15 u
HOMO level: -9.8160 eV
E_tot: -234.57184 hartree
ΔE to the lowest compared entry with this formula, charge and spin: 19.2 kcal per mole
SMILES: C1C[C@@H]2C[C@@H]2C1

---

Density functional theory data (ωB97M-V/def2-TZVPD) for CCrF4NO2S2 as an isolated structure at a distorted geometry.

Last column: natural (NBO) charge in e.
Cartesian coordinates (Å):
Cr1 0.900 -2.451 -0.752  1.63
F1 0.050 -1.380 -2.289  -0.75
N1 0.189 1.143 -0.607  -1.06
S1 0.424 0.811 -2.118  1.61
O1 -0.552 1.539 -2.925  -0.74
S2 0.983 0.427 0.641  1.39
O2 1.275 -1.058 0.418  -1.05
C1 -0.564 0.271 1.716  0.82
F2 -0.182 -0.285 2.850  -0.29
F3 -1.056 1.470 1.933  -0.27
F4 -1.468 -0.485 1.132  -0.29

Summary:
Total charge: +1
Spin multiplicity: 5
M: 250.14 u
HOMO level (spin up / spin down): -14.5900 / -14.6269 eV
E_tot: -2483.30619 hartree
ΔE to the lowest compared entry with this formula, charge and spin: 0.0 kcal per mole

---

Density functional theory data (ωB97M-V/def2-TZVPD) for C29H32MoN4O6S2 as an isolated structure.

Last column: Löwdin charge in e.
Cartesian coordinates (Å):
Mo1 0.724 0.131 0.279  1.92
O1 -1.226 0.075 -0.470  -0.41
S1 -1.733 1.477 -0.167  0.71
O2 -2.169 2.225 -1.286  -0.20
N1 -0.323 1.884 0.475  -0.25
C1 0.038 2.966 1.296  -0.24
C2 -0.633 4.126 1.544  0.03
C3 -0.030 5.088 2.392  -0.02
C4 1.200 4.883 2.949  0.01
C5 1.907 3.680 2.691  -0.12
C6 3.183 3.355 3.197  0.05
C7 3.760 2.157 2.860  0.00
C8 3.078 1.267 2.023  -0.09
N2 1.875 1.536 1.543  -0.01
C9 1.297 2.730 1.865  -0.15
C10 -2.952 1.427 1.061  -0.30
C11 -2.632 0.939 2.328  -0.06
C12 -3.627 0.901 3.285  -0.04
C13 -4.910 1.343 2.971  -0.02
C14 -5.209 1.831 1.707  -0.03
C15 -4.225 1.881 0.731  -0.02
H1 -1.597 4.324 1.094  0.13
H2 -0.561 6.009 2.589  0.13
H3 1.648 5.631 3.589  0.13
H4 3.700 4.054 3.841  0.14
H5 4.739 1.884 3.224  0.13
H6 3.523 0.326 1.730  0.12
H7 -1.626 0.611 2.555  0.09
H8 -3.410 0.533 4.279  0.12
H9 -5.684 1.310 3.726  0.12
H10 -6.208 2.174 1.478  0.13
H11 -4.432 2.260 -0.260  0.13
C16 -2.127 -0.660 -7.010  -0.03
C17 -1.504 -1.125 -5.727  -0.23
C18 -1.543 -2.477 -5.377  -0.01
C19 -0.988 -2.925 -4.197  -0.03
C20 -0.377 -1.997 -3.349  -0.29
C21 -0.325 -0.648 -3.668  -0.05
C22 -0.892 -0.224 -4.859  0.00
S2 0.323 -2.656 -1.904  0.71
O3 0.631 -1.531 -0.987  -0.45
O4 -0.489 -3.690 -1.359  -0.23
N3 1.771 -3.292 -2.207  -0.11
C23 2.890 -2.549 -2.802  -0.16
C24 3.553 -1.587 -1.810  -0.06
C25 2.805 -0.277 -1.762  -0.54
O5 2.523 0.360 -2.730  0.15
O6 2.455 0.178 -0.512  -0.26
H12 -1.807 -1.283 -7.845  0.09
H13 -1.871 0.374 -7.227  0.08
H14 -3.214 -0.737 -6.949  0.10
H15 -2.023 -3.186 -6.040  0.13
H16 -1.044 -3.969 -3.921  0.12
H17 0.159 0.069 -3.022  0.09
H18 -0.852 0.826 -5.118  0.13
H19 1.706 -4.282 -2.406  0.14
H20 2.578 -1.998 -3.694  0.13
H21 3.608 -3.303 -3.115  0.14
H22 4.556 -1.354 -2.172  0.14
H23 3.634 -2.040 -0.824  0.12
C26 -0.713 -2.601 2.583  0.00
C27 0.602 -1.826 2.703  -0.63
C28 0.701 -1.065 4.024  -0.01
C29 1.810 -2.736 2.478  -0.01
N4 0.586 -0.842 1.624  -0.11
H24 -0.735 -3.364 3.362  0.11
H25 -0.789 -3.092 1.612  0.09
H26 -1.573 -1.944 2.716  0.08
H27 0.713 -1.788 4.838  0.11
H28 -0.153 -0.403 4.167  0.08
H29 1.619 -0.477 4.075  0.08
H30 1.828 -3.502 3.252  0.11
H31 2.740 -2.169 2.534  0.08
H32 1.743 -3.227 1.507  0.09

Summary:
Total charge: +2
M: 692.67 u
HOMO level: -14.2255 eV
E_tot: -2658.86582 hartree
ΔE to the lowest compared entry with this formula, charge and spin: 27.3 kcal per mole